No. 1
# H80O40

A cluster of 40 separate species, H80O40 in total at a distorted geometry (ωB97M-V with the def2-TZVPD basis set, the Open Molecules 2025 dataset).

HOMO energy	-10.474	eV
total energy	-83198.304	eV
total charge	0
orbital gap	9.83	eV
LUMO	-0.6	eV

Geometry (Å):
H (3.194, 0.204, -3.008)
H (2.250, -1.079, -2.535)
O (3.042, -0.742, -2.978)
H (-0.698, -1.673, -1.164)
H (-1.092, -2.291, -2.539)
O (-1.394, -2.121, -1.652)
H (-1.782, 1.238, -0.539)
H (-2.761, -0.078, -0.813)
O (-2.235, 0.426, -0.168)
H (-0.895, -4.207, -3.868)
H (-0.744, -3.361, -5.048)
O (-0.293, -3.490, -4.110)
H (-1.783, 0.468, 3.515)
H (-0.844, 0.820, 4.660)
O (-1.323, 1.250, 3.935)
H (0.891, 4.464, -3.113)
O (1.426, 4.270, -3.906)
H (-1.111, -3.429, 3.941)
O (-0.710, -3.002, 3.187)
H (3.082, 4.457, -1.267)
H (3.569, 4.441, -2.640)
O (3.530, 5.044, -1.909)
H (-2.602, -0.547, -5.333)
H (-1.508, -1.004, -4.084)
O (-2.334, -0.928, -4.502)
H (-3.192, 2.225, -3.291)
H (-1.983, 2.430, -2.483)
O (-2.931, 2.620, -2.419)
H (-3.139, 3.535, 4.132)
H (-2.839, 2.090, 4.227)
O (-3.612, 2.690, 4.111)
H (0.886, -1.645, 0.960)
O (1.472, -2.414, 0.900)
H (0.872, 5.027, 1.573)
H (0.015, 3.853, 1.632)
O (0.710, 4.297, 2.150)
H (-0.556, 2.566, 2.719)
H (-2.052, 2.832, 2.186)
O (-1.191, 2.499, 1.968)
H (-4.321, -3.712, -0.190)
H (-5.573, -2.898, -0.044)
O (-5.288, -3.799, -0.307)
H (2.411, -3.275, 2.151)
H (2.990, -4.634, 2.482)
O (2.355, -4.002, 2.808)
H (1.981, -1.378, -4.282)
H (1.510, -2.394, -5.121)
O (1.523, -1.416, -5.153)
H (-0.898, -5.136, -0.965)
H (0.018, -6.097, -1.610)
O (-0.070, -5.130, -1.488)
H (2.583, 3.997, 0.791)
O (2.905, 3.374, 0.138)
H (-5.534, 1.283, -0.559)
H (-4.218, 1.711, -1.129)
O (-4.815, 0.912, -1.174)
H (5.740, 1.794, 1.614)
O (6.398, 1.803, 0.889)
H (-4.516, -1.418, -2.898)
H (-4.215, -1.854, -4.352)
O (-4.865, -1.842, -3.644)
H (4.865, -0.116, 2.596)
H (4.204, -0.746, 3.988)
O (4.843, -0.753, 3.281)
H (-3.485, -3.587, -2.931)
H (-2.110, -3.673, -2.294)
O (-2.828, -4.264, -2.572)
H (2.698, 3.243, 3.253)
H (1.937, 4.365, 3.943)
O (2.776, 3.845, 4.004)
H (2.224, -3.478, 4.799)
H (1.520, -2.508, 3.855)
O (1.923, -2.559, 4.720)
H (1.160, -3.316, -2.986)
H (2.341, -4.215, -2.372)
O (2.080, -3.364, -2.736)
H (-0.088, -0.151, -3.521)
H (0.621, 0.258, -2.434)
O (0.429, -0.615, -2.842)
H (0.711, 0.801, 2.056)
H (2.036, 0.821, 2.796)
O (1.589, 0.369, 2.082)
H (2.382, 2.289, 4.641)
H (2.489, 0.963, 5.712)
O (2.099, 1.402, 4.981)
H (4.364, -1.280, -1.732)
H (4.642, -2.378, -0.691)
O (4.578, -1.429, -0.800)
H (-0.628, 2.678, 0.448)
O (-0.168, 2.498, -0.396)
H (-0.945, 1.941, -5.098)
H (-1.633, 3.264, -4.835)
O (-1.275, 2.488, -4.383)
H (2.669, 2.555, 0.567)
H (2.170, 3.669, -3.812)
H (6.006, 2.242, 0.125)
H (-1.311, -3.180, 2.471)
H (0.941, -3.075, 0.461)
H (0.034, 3.390, -0.736)
O (-3.002, -0.397, 2.652)
H (-2.606, -0.403, 1.785)
H (-3.883, -0.769, 2.513)
O (2.038, -5.198, 0.278)
H (1.806, -5.225, 1.259)
H (1.182, -5.158, -0.153)
O (2.798, 0.466, -0.187)
H (2.332, 0.155, 0.616)
H (3.529, -0.119, -0.470)
O (-4.030, 2.482, 1.382)
H (-3.470, 1.817, 0.900)
H (-3.836, 2.188, 2.281)
O (-6.162, -0.889, 0.117)
H (-5.390, -0.441, -0.324)
H (-6.645, -1.216, -0.659)
O (0.130, -0.491, 5.277)
H (0.933, -0.280, 5.781)
H (0.125, -1.460, 5.168)
O (0.785, 6.007, -0.497)
H (1.668, 6.078, -0.909)
H (0.400, 6.836, -0.803)

=====

No. 2
# C23H19BBr2CoF4N2P

A structure of composition C23H19BBr2CoF4N2P at a distorted geometry (ωB97M-V with the def2-TZVPD basis set, the Open Molecules 2025 dataset).

HOMO energy (alpha / beta)	-12.037 / -12.157	eV
total energy	-225687.552	eV
total charge	+1
multiplicity	2
⟨S²⟩	0.775
orbital gap (alpha / beta)	7.64 / 7.88	eV
LUMO (alpha / beta)	-4.4 / -4.3	eV

Geometry (Å):
Co (-0.982, 1.342, -0.088)
Br (-2.053, -0.583, 6.216)
C (-1.755, 0.041, 4.458)
C (-1.197, 1.296, 4.223)
C (-1.030, 1.699, 2.913)
N (-1.380, 0.952, 1.866)
C (-1.912, -0.270, 2.083)
C (-2.098, -0.755, 3.372)
C (-2.292, -1.014, 0.878)
C (-2.835, -2.293, 0.899)
C (-3.231, -2.879, -0.297)
Br (-3.954, -4.621, -0.292)
C (-3.085, -2.167, -1.486)
C (-2.491, -0.921, -1.424)
N (-2.088, -0.363, -0.285)
H (-0.908, 1.940, 5.038)
H (-0.609, 2.670, 2.691)
H (-2.508, -1.734, 3.541)
H (-2.947, -2.835, 1.822)
H (-3.418, -2.571, -2.428)
H (-2.341, -0.338, -2.321)
F (-3.012, 4.133, 0.053)
B (-2.764, 4.141, -1.243)
F (-1.350, 2.733, -1.101)
F (-1.993, 5.072, -1.742)
F (-3.570, 3.463, -2.025)
C (2.302, 1.339, 1.222)
P (1.216, 0.728, -0.123)
C (2.199, 1.113, -1.605)
C (1.853, 2.219, -2.377)
C (2.652, 2.589, -3.444)
C (3.790, 1.861, -3.747)
C (4.125, 0.751, -2.988)
C (3.337, 0.370, -1.918)
C (1.236, -1.081, 0.017)
C (0.884, -1.786, -1.134)
C (0.794, -3.163, -1.109)
C (1.056, -3.851, 0.067)
C (1.390, -3.152, 1.216)
C (1.461, -1.768, 1.204)
H (3.263, 0.830, 1.156)
H (1.857, 1.165, 2.200)
H (2.460, 2.409, 1.085)
H (0.965, 2.790, -2.140)
H (2.389, 3.450, -4.038)
H (4.418, 2.160, -4.574)
H (5.014, 0.188, -3.231)
H (3.607, -0.497, -1.330)
H (0.699, -1.238, -2.049)
H (0.531, -3.703, -2.004)
H (1.008, -4.929, 0.083)
H (1.601, -3.692, 2.126)
H (1.700, -1.239, 2.116)

=====

Calculated relative energy (zero: lowest compared OMol25 entry of this formula, charge and spin) (kcal per mole), listed in the same order as above: 173.2; 31.0